No. 1
{"formula": "C5H14N2P", "method": "wB97M-V/def2-TZVPD", "symbols": ["C", "C", "C", "C", "C", "N", "N", "P", "H", "H", "H", "H", "H", "H", "H", "H", "H", "H", "H", "H", "H", "H"], "coordinates": [[1.07796, -2.13220, -0.03952], [3.12239, -0.78077, -0.11951], [-1.19691, -1.58684, -0.51068], [-2.98260, 2.36208, -0.07098], [-0.37651, 2.70287, 0.99389], [2.39055, -1.93906, 0.03860], [0.16519, -1.30014, -0.28516], [-1.25618, 1.58449, 0.17521], [0.76411, -3.04996, 0.22707], [2.47156, -0.24412, -0.87394], [3.31734, -0.28230, 0.84447], [4.06592, -1.01144, -0.49860], [-1.65827, -0.60534, -0.78162], [-1.72348, -1.79159, 0.39917], [-1.43954, -2.27287, -1.29762], [-2.72681, 3.29102, -0.49589], [-3.42225, 2.41071, 0.89107], [-3.57327, 1.58758, -0.74314], [-0.81176, 3.60795, 1.50452], [0.69243, 2.51671, 0.94265], [2.89863, -2.77644, 0.08240], [0.20153, -0.29035, -0.38241]], "charge": 1, "e_homo_ha": -0.4670, "e_above_lowest_kj_mol": 111.48, "lumo_energy_ev": -3.1, "gap_ev": 9.6, "multiplicity": 1}

***

No. 2
{"formula": "C5H14N2S", "method": "wB97M-V/def2-TZVPD", "symbols": ["N", "C", "C", "S", "C", "N", "C", "C", "H", "H", "H", "H", "H", "H", "H", "H", "H", "H", "H", "H", "H", "H"], "coordinates": [[0.12840, -2.27507, 1.91063], [-0.12399, -0.89212, 1.34946], [-1.43243, -0.26212, 1.80674], [2.62384, 0.01602, 2.72332], [-0.04025, -0.71807, -0.14945], [-0.19863, 0.64385, -0.71265], [0.06675, 0.62597, -2.14274], [0.36279, 2.15385, -2.50209], [0.99235, -2.65422, 1.48838], [-1.57100, 0.59684, 1.13033], [0.32575, -2.32892, 2.94475], [0.71045, -0.40454, 1.88180], [-1.58044, 0.02165, 2.83675], [-2.15614, -1.02996, 1.50330], [0.84025, -1.21112, -0.49982], [-0.88675, -1.27616, -0.47068], [0.62004, 1.17339, -0.22848], [0.92804, -0.03110, -2.43902], [-0.81765, 0.28992, -2.69712], [0.84922, 2.61460, -1.63883], [-0.53649, 2.70581, -2.68273], [0.89587, 2.24149, -3.41185]], "charge": 0, "e_homo_ha": -0.3434, "e_above_lowest_kj_mol": 426.50, "lumo_energy_ev": -3.1, "gap_ev": 6.3, "multiplicity": 1}

***

No. 3
{"formula": "C5H14N2S", "method": "wB97M-V/def2-TZVPD", "symbols": ["N", "C", "C", "S", "C", "N", "C", "C", "H", "H", "H", "H", "H", "H", "H", "H", "H", "H", "H", "H", "H", "H"], "coordinates": [[-0.24847, 1.55610, 0.94095], [0.67877, 0.46000, 0.70470], [2.13675, 0.91162, 0.60372], [2.92317, 1.30534, 2.19138], [0.26980, -0.31677, -0.53470], [-0.89475, -1.18461, -0.32514], [-2.14862, -0.44016, -0.26013], [-0.97725, -2.15717, -1.41346], [-0.13258, 2.01648, 1.83243], [-0.23741, 2.21888, 0.17772], [0.58751, -0.19793, 1.57076], [2.21289, 1.81596, -0.00393], [2.76413, 0.17514, 0.10771], [2.30186, 2.47144, 2.38653], [0.09389, 0.36392, -1.38927], [1.08267, -0.98086, -0.81098], [-2.96555, -1.11553, -0.46791], [-2.29596, 0.01573, 0.71332], [-2.19075, 0.37422, -0.99387], [-0.01652, -2.66967, -1.52993], [-1.68688, -2.93591, -1.13780], [-1.25669, -1.68622, -2.36211]], "charge": 0, "e_homo_ha": -0.3135, "e_above_lowest_kj_mol": 30.46, "lumo_energy_ev": 0.9, "gap_ev": 9.4, "smiles": "CN(C)C[C@H](N)CS", "multiplicity": 1}

***

No. 4
{"formula": "C5H14N2S", "method": "wB97M-V/def2-TZVPD", "symbols": ["C", "C", "S", "C", "N", "C", "C", "N", "H", "H", "H", "H", "H", "H", "H", "H", "H", "H", "H", "H", "H", "H"], "coordinates": [[-1.60344, -1.11777, 1.42534], [-2.31812, -0.69480, 0.15323], [-2.62382, 1.02905, 0.02123], [1.22979, 1.74373, -0.55177], [1.92612, 1.25267, -1.61901], [1.11131, 0.20061, -0.52165], [2.03455, -0.34559, 0.60987], [1.24091, -0.89694, 1.65572], [-0.50688, -0.80549, 1.29777], [-1.88349, -0.52477, 2.29281], [-1.82794, -1.10553, -0.72656], [-3.33488, -1.11095, 0.21939], [-1.21249, 0.95173, -3.56847], [0.31082, 2.30258, -0.76159], [1.81891, 2.15695, 0.26315], [-1.51269, -2.19247, 1.57897], [0.05393, -0.04839, -0.44516], [1.57224, -0.10257, -1.52900], [2.55520, 0.51249, 1.04657], [2.74937, -1.06732, 0.19972], [1.77287, -1.62469, 2.15049], [-1.55229, 1.48746, -3.19104]], "charge": 0, "e_homo_ha": -0.2756, "e_above_lowest_kj_mol": 1077.79, "lumo_energy_ev": -3.9, "gap_ev": 3.6, "multiplicity": 1}

***

No. 5
{"formula": "C5H14N2S", "method": "wB97M-V/def2-TZVPD", "symbols": ["C", "C", "S", "C", "N", "C", "C", "N", "H", "H", "H", "H", "H", "H", "H", "H", "H", "H", "H", "H", "H", "H"], "coordinates": [[-2.31260, 0.93953, 0.01027], [-2.41320, -0.22415, -0.94404], [-1.82684, -1.84455, -0.09250], [-0.93522, 0.92784, 0.76059], [0.15558, 0.53112, -0.17058], [1.36564, 0.42431, 0.66411], [2.57783, 0.12227, -0.21951], [2.40674, -1.19893, -0.90054], [-3.02241, 0.74665, 0.82275], [-2.53291, 1.91753, -0.43481], [-1.79974, -0.00396, -1.81926], [-3.41369, -0.41034, -1.33327], [0.02890, -2.29335, 0.47632], [-1.02012, 0.29173, 1.65186], [-0.59506, 1.90074, 1.13795], [-0.01750, -0.44981, -0.36318], [1.16171, -0.31902, 1.44956], [1.55079, 1.38985, 1.15146], [2.72019, 0.83393, -1.03098], [3.48044, 0.17113, 0.39775], [2.98403, -1.93969, -0.49237], [1.45743, -1.51280, -0.72161]], "charge": 0, "e_homo_ha": -0.3407, "e_above_lowest_kj_mol": 337.18, "lumo_energy_ev": -1.5, "gap_ev": 7.8, "multiplicity": 1}

***

No. 6
{"formula": "C5H14N2S", "method": "wB97M-V/def2-TZVPD", "symbols": ["C", "C", "C", "S", "H", "H", "H", "H", "H", "H", "H", "C", "N", "C", "N", "H", "H", "H", "H", "H", "H", "H"], "coordinates": [[1.08315, 2.43480, -0.73404], [-0.31807, 2.26225, -0.14028], [-0.39126, 2.50844, 1.35635], [0.50553, 1.32394, 2.45775], [1.32695, 3.50817, -0.70264], [1.05234, 2.15039, -1.79681], [1.89812, 1.89305, -0.23402], [-0.98741, 2.98147, -0.65316], [-0.69532, 1.26189, -0.40151], [-1.41197, 2.55856, 1.74557], [0.11360, 3.47648, 1.56353], [-1.08897, -3.45479, -1.14689], [0.05397, -2.93549, -0.43624], [0.00404, -1.71036, 0.11944], [0.87202, -1.12151, 0.83111], [-1.81603, -3.92959, -0.48722], [-0.71262, -4.20390, -1.84918], [-1.59444, -2.65754, -1.71359], [0.66477, -3.67683, -0.01978], [-0.91830, -1.18147, -0.15349], [1.75467, -1.54041, 0.94126], [0.60524, 0.05246, 1.45384]], "charge": 1, "e_homo_ha": [-0.5086, -0.5090], "e_above_lowest_kj_mol": 25.42, "s_squared": 0.75, "lumo_energy_ev": [-2.5, -6.7], "gap_ev": [11.4, 7.1], "multiplicity": 2}

***

No. 7
{"formula": "C5H14N2S2", "method": "wB97M-V/def2-TZVPD", "symbols": ["C", "C", "C", "C", "C", "N", "N", "S", "S", "H", "H", "H", "H", "H", "H", "H", "H", "H", "H", "H", "H", "H", "H"], "coordinates": [[-0.17027, 1.69153, 0.89334], [-1.63955, 1.70923, 1.06886], [-1.70069, -2.18287, -1.87845], [-1.26109, -0.81581, 0.59381], [-1.04044, 0.60174, 0.21425], [2.54257, 1.34681, 1.07859], [3.45354, -0.50849, -0.72855], [-0.49957, -2.00438, -0.46552], [2.06877, 0.38917, 0.05293], [0.32266, 1.14480, 1.82054], [-2.15438, 2.47012, 0.64269], [-2.28805, 1.39645, 1.88210], [0.50337, 2.43682, 0.29337], [-1.10264, -2.13255, -2.83213], [-2.42063, -1.37179, -1.69394], [-2.20984, -3.11899, -1.84023], [-2.33477, -1.18094, 0.47115], [-0.89710, -1.05245, 1.66765], [-1.24356, 0.77503, -0.86007], [2.59333, 2.31959, 0.88433], [4.47423, -0.28663, -0.61642], [3.27149, -0.96127, -1.62736], [1.73264, -0.66511, 0.97907]], "charge": 0, "e_homo_ha": -0.3018, "e_above_lowest_kj_mol": 148.98, "lumo_energy_ev": 0.8, "gap_ev": 9.0, "multiplicity": 1}

***

No. 8
{"formula": "C5H14N3", "method": "wB97M-V/def2-TZVPD", "symbols": ["C", "C", "C", "C", "C", "N", "N", "N", "H", "H", "H", "H", "H", "H", "H", "H", "H", "H", "H", "H", "H", "H"], "coordinates": [[1.82577, 1.22810, 2.07721], [0.70713, 0.45351, 1.39478], [0.27976, 1.00156, 0.03748], [-0.66210, 0.13365, -0.78606], [-1.93932, 0.50559, -0.99933], [-2.77764, -0.35538, -1.78335], [-0.14842, -1.01376, -1.32494], [2.05463, -1.70704, 0.85982], [2.18347, 0.73195, 2.97709], [2.64796, 1.29924, 1.35639], [1.54530, 2.25140, 2.32162], [-0.16047, 0.31501, 2.04752], [-0.17996, 1.98745, 0.15386], [1.18182, 1.17893, -0.56717], [-2.32517, 1.43142, -0.58150], [-3.61102, -0.66074, -1.29787], [-3.01401, 0.06714, -2.66390], [-0.84318, -1.54623, -1.83077], [0.55338, -1.54193, -0.81864], [2.88766, -1.38154, 0.37764], [1.29298, -0.65183, 1.21039], [2.24076, -2.38016, 1.59655]], "charge": 0, "e_homo_ha": [-0.2767, -0.2770], "e_above_lowest_kj_mol": 53.75, "s_squared": 0.76, "lumo_energy_ev": [1.1, -1.0], "gap_ev": [8.6, 6.5], "multiplicity": 2}

***

For each record above, in turn, the calculated E_tot values are -17672.3141 -19222.8762 -19226.9809 -19216.1261 -19223.8020 -19219.4512 -30057.4431 -9879.4320 eV.